Molecular formula: C11H8Cl4NO3S2
Method: DFT, ωB97M-V with the def2-TZVPD basis set

Structure (XYZ):
```
29
Properties=species:S:1:pos:R:3:nbo_charge:R:1
Cl 0.059 -3.807 -1.793 0.061
C 0.692 -2.561 -0.787 0.028
C 1.660 -1.705 -1.285 -0.221
Cl 2.112 -1.690 -2.925 0.040
C 2.241 -0.645 -0.456 0.437
O 2.795 0.347 -0.895 -0.512
C 2.100 -0.852 1.071 0.443
O 2.896 -0.360 1.857 -0.506
C 0.920 -1.639 1.473 -0.108
Cl 0.528 -1.603 3.133 0.058
C 0.253 -2.459 0.584 -0.118
Cl -1.164 -3.281 1.072 0.057
C 0.642 2.856 -3.746 -0.075
C -0.238 1.931 -2.920 -0.254
N 0.280 1.837 -1.556 -0.465
C -0.307 0.874 -0.763 -0.103
S -1.071 -0.465 -1.433 -0.260
S -0.188 0.959 0.910 -0.200
C 0.667 3.075 -0.874 -0.255
C 1.540 3.898 -1.807 -0.078
O 0.910 4.096 -3.081 -0.545
H 1.581 2.318 -3.980 0.168
H 0.118 3.144 -4.669 0.184
H -1.276 2.318 -2.914 0.179
H -0.224 0.918 -3.354 0.249
H -0.222 3.672 -0.584 0.179
H 1.241 2.812 0.029 0.256
H 1.679 4.915 -1.410 0.184
H 2.512 3.378 -1.902 0.176
```

- Highest occupied orbital energy: -4.09 eV
- Spin multiplicity: 1
- Frontier orbital gap: 5.59 eV
- Net charge: -1

***

Molecular formula: C2H6O3PS
Method: DFT, ωB97M-V with the def2-TZVPD basis set

Structure (XYZ):
```
13
Properties=species:S:1:pos:R:3:nbo_charge:R:1
C -0.106 0.190 -1.978 -0.267
O -1.279 0.707 -1.439 -0.845
P -1.794 -0.308 0.051 1.522
O -3.050 0.357 0.537 -1.169
O -0.663 0.097 1.168 -0.843
C 0.573 0.407 1.556 -0.040
S 1.840 -1.001 1.340 -0.264
H -0.160 0.132 -3.118 0.135
H 0.065 -0.924 -1.547 0.156
H 0.722 0.867 -1.941 0.144
H 1.382 0.869 0.846 0.192
H 0.597 0.748 2.600 0.183
H 1.874 -2.142 1.923 0.096
```

- Highest occupied orbital energy: -3.60 eV
- Spin multiplicity: 1
- Frontier orbital gap: 6.74 eV
- Net charge: -1

***

Molecular formula: C25H34N2O8Ti
Method: DFT, ωB97M-V with the def2-TZVPD basis set

Structure (XYZ):
```
70
Properties=species:S:1:pos:R:3:nbo_charge:R:1
Ti 0.252 -0.114 -0.539 1.715
C -2.101 3.460 0.168 -0.241
O -1.931 2.443 -0.788 -0.511
C -2.292 2.825 -2.079 -0.079
C -1.859 1.749 -3.058 -0.083
O -0.464 1.515 -3.095 -0.503
C 0.327 2.599 -3.521 -0.079
C 1.123 3.160 -2.359 -0.086
O 2.257 2.349 -2.185 -0.532
C 2.968 2.648 -1.003 -0.246
H -3.168 3.688 0.315 0.143
H -1.645 3.107 1.087 0.233
H -1.589 4.382 -0.145 0.151
H -3.384 2.958 -2.164 0.152
H -1.832 3.797 -2.329 0.146
H -2.295 0.795 -2.769 0.252
H -2.212 2.039 -4.062 0.140
H 1.034 2.224 -4.266 0.196
H -0.288 3.382 -3.984 0.149
H 1.418 4.206 -2.560 0.138
H 0.505 3.139 -1.450 0.204
H 3.443 3.639 -1.076 0.133
H 2.311 2.627 -0.127 0.204
H 3.730 1.880 -0.879 0.211
O 3.320 -2.014 -2.691 -0.701
C 2.620 -1.353 -1.924 0.767
O 1.364 -1.114 -2.045 -0.794
C 3.235 -0.673 -0.704 0.128
C 4.556 -0.739 -0.305 -0.355
C 4.919 0.002 0.866 -0.253
C 3.988 0.761 1.526 -0.224
C 2.659 0.801 1.045 -0.055
N 2.333 0.046 -0.060 -0.608
C 1.552 1.596 1.509 0.687
O 1.581 2.386 2.471 -0.738
O 0.463 1.436 0.747 -0.890
H 5.261 -1.337 -0.865 0.213
H 5.940 -0.035 1.233 0.180
H 4.244 1.341 2.405 0.207
C -1.769 -2.996 -2.269 -0.665
C -1.287 -2.071 -1.177 0.323
O -1.476 -0.772 -1.404 -0.845
C -0.656 -2.518 -0.052 -0.169
C -0.259 -3.913 0.091 -0.209
C 0.665 -4.300 0.991 -0.255
C 1.274 -3.342 1.895 -0.336
C 0.786 -2.083 1.946 -0.130
C -0.223 -1.573 1.041 -0.303
H -2.197 -2.386 -3.064 0.214
H -2.532 -3.699 -1.913 0.187
H -0.945 -3.576 -2.692 0.218
H -0.714 -4.655 -0.558 0.185
H 0.956 -5.345 1.049 0.180
H 2.091 -3.650 2.538 0.186
H 1.177 -1.382 2.682 0.202
H -0.827 0.176 1.923 0.395
C -1.719 -1.607 3.857 -0.631
C -2.284 -1.147 2.504 0.124
C -3.213 0.047 2.726 -0.604
C -3.079 -2.291 1.880 -0.616
N -1.248 -0.680 1.578 -0.657
H -2.523 -1.917 4.536 0.178
H -1.160 -0.794 4.329 0.203
H -1.039 -2.448 3.716 0.229
H -4.022 -0.205 3.419 0.180
H -3.637 0.363 1.771 0.217
H -2.654 0.890 3.142 0.203
H -3.919 -2.559 2.531 0.176
H -2.451 -3.172 1.741 0.225
H -3.459 -1.992 0.901 0.221
```

- Highest occupied orbital energy (spin up / spin down): 1.15 / 0.15 eV
- Spin multiplicity: 3
- Frontier orbital gap (spin up / spin down): 3.53 / 4.52 eV
- Net charge: -2

***

Molecular formula: C5H12O3Sc
Method: DFT, ωB97M-V with the def2-TZVPD basis set

Structure (XYZ):
```
21
Properties=species:S:1:pos:R:3:nbo_charge:R:1
C -1.023 1.494 -2.477 -0.730
C 0.217 1.745 -1.702 0.535
O 1.410 1.483 -2.192 -0.948
Sc 3.138 2.722 -2.481 1.850
H -0.901 0.699 -3.222 0.272
H -1.348 2.438 -2.938 0.280
H -1.820 1.188 -1.788 0.299
H 0.229 2.512 -0.912 0.185
O 0.392 0.059 -0.587 -0.612
H 1.454 0.155 -1.212 0.521
C -1.210 -2.583 2.273 -0.256
O -0.949 -1.403 1.556 -0.534
C 0.403 -1.029 1.577 -0.087
C 0.596 0.250 0.800 -0.101
H -2.285 -2.787 2.205 0.217
H -0.652 -3.437 1.853 0.176
H -0.933 -2.472 3.337 0.179
H 1.032 -1.833 1.150 0.181
H 0.745 -0.862 2.616 0.197
H 1.609 0.637 0.997 0.167
H -0.105 1.024 1.145 0.209
```

- Highest occupied orbital energy (spin up / spin down): -14.81 / -14.81 eV
- Spin multiplicity: 2
- Frontier orbital gap (spin up / spin down): 4.25 / 4.22 eV
- Net charge: +2

***

Molecular formula: C5H7N
Method: DFT, ωB97M-V with the def2-TZVPD basis set

Structure (XYZ):
```
13
Properties=species:S:1:pos:R:3:nbo_charge:R:1
C -0.075 0.046 2.042 -0.602
C 0.000 -0.088 0.707 0.192
C -1.033 0.291 -0.308 -0.476
C -0.519 -0.191 -1.630 -0.294
C 0.788 -0.433 -1.448 -0.007
N 1.134 -0.222 -0.109 -0.599
H 0.820 0.253 2.614 0.199
H -1.031 0.312 2.488 0.207
H -0.532 1.259 0.126 0.285
H -2.105 0.307 -0.111 0.242
H -1.075 -0.319 -2.554 0.229
H 1.557 -0.683 -2.173 0.216
H 2.022 -0.463 0.285 0.405
```

- Highest occupied orbital energy: -7.26 eV
- Spin multiplicity: 1
- Frontier orbital gap: 8.31 eV

***

Molecular formula: C4H5NO
Method: DFT, ωB97M-V with the def2-TZVPD basis set

Structure (XYZ):
```
11
Properties=species:S:1:pos:R:3:nbo_charge:R:1
C 0.193 0.265 1.479 -0.679
C -0.242 -0.542 0.301 -0.010
C -0.816 0.816 -1.624 0.161
O 0.181 0.179 -2.055 -0.476
C 0.611 -0.746 -0.828 0.260
N 1.420 -1.603 -0.622 -0.322
H 0.542 -0.344 2.325 0.242
H 0.982 0.965 1.200 0.228
H -0.692 0.817 1.804 0.246
H -1.017 -1.297 0.467 0.219
H -1.161 1.490 -2.447 0.131
```

- Highest occupied orbital energy (spin up / spin down): -9.31 / -9.31 eV
- Spin multiplicity: 1
- Frontier orbital gap (spin up / spin down): 8.99 / 8.98 eV

***

Molecular formula: C24H37N5O2S2
Method: DFT, ωB97M-V with the def2-TZVPD basis set

Structure (XYZ):
```
70
Properties=species:S:1:pos:R:3:nbo_charge:R:1
C -3.256 -1.114 -4.255 -0.829
S -1.933 -0.092 -4.987 1.249
O -2.127 -0.187 -6.450 -0.989
C -2.592 1.511 -4.554 -0.862
H -3.446 -1.901 -4.974 0.251
H -4.110 -0.481 -4.020 0.227
H -2.916 -1.458 -3.278 0.233
H -3.418 1.784 -5.211 0.244
H -1.824 2.240 -4.847 0.242
H -2.729 1.700 -3.490 0.240
C 4.133 -0.845 1.941 -0.823
S 4.329 -1.673 0.354 1.242
O 3.867 -3.076 0.559 -1.005
C 2.983 -0.799 -0.472 -0.839
H 4.375 0.213 1.855 0.233
H 4.804 -1.288 2.673 0.243
H 3.093 -1.026 2.217 0.239
H 3.142 -0.867 -1.545 0.234
H 3.055 0.246 -0.166 0.236
H 2.033 -1.228 -0.154 0.251
N -0.555 -1.716 -0.819 -0.523
C -0.829 -1.990 0.497 -0.068
C -1.679 -1.026 0.974 -0.322
C -2.028 -0.199 -0.136 -0.313
C -1.305 -0.642 -1.215 -0.087
H 0.053 -2.279 -1.391 0.438
H -0.362 -2.835 0.974 0.217
H -1.987 -0.854 1.992 0.221
H -2.651 0.679 -0.174 0.219
H -1.317 -0.339 -2.247 0.206
N 1.722 3.075 3.081 -0.505
C 1.032 2.824 1.926 -0.069
C 0.680 1.501 1.944 -0.330
C 1.155 0.944 3.165 -0.349
C 1.865 1.927 3.805 -0.077
H 2.096 3.977 3.314 0.414
H 0.805 3.595 1.211 0.223
H 0.072 1.009 1.200 0.246
H 1.100 -0.101 3.428 0.233
H 2.392 1.903 4.743 0.218
N -1.542 0.788 4.879 -0.519
C -2.642 0.025 5.137 -0.076
C -2.806 -0.057 6.493 -0.311
C -1.793 0.747 7.083 -0.301
C -1.013 1.211 6.069 -0.079
H -1.014 0.943 4.034 0.430
H -3.227 -0.457 4.371 0.208
H -3.581 -0.644 6.956 0.220
H -1.563 0.836 8.132 0.216
H -0.157 1.863 6.092 0.205
N 2.374 -3.994 -1.770 -0.513
C 2.140 -3.848 -3.110 -0.079
C 0.845 -4.251 -3.360 -0.323
C 0.300 -4.650 -2.112 -0.316
C 1.261 -4.491 -1.147 -0.099
H 3.180 -3.647 -1.271 0.439
H 2.872 -3.308 -3.689 0.208
H 0.348 -4.190 -4.313 0.227
H -0.689 -5.049 -1.950 0.224
H 1.283 -4.720 -0.096 0.225
N 0.783 3.368 -2.874 -0.510
C -0.085 4.368 -3.246 -0.078
C -1.201 4.265 -2.462 -0.310
C -1.012 3.137 -1.609 -0.312
C 0.258 2.670 -1.817 -0.080
H 1.739 3.318 -3.179 0.411
H 0.225 5.107 -3.965 0.214
H -2.070 4.899 -2.516 0.225
H -1.708 2.815 -0.852 0.224
H 0.776 1.837 -1.373 0.218
```

- Highest occupied orbital energy: -8.15 eV
- Spin multiplicity: 1
- Frontier orbital gap: 8.33 eV

***

Molecular formula: C2H5IP2
Method: DFT, ωB97M-V with the def2-TZVPD basis set

Structure (XYZ):
```
10
Properties=species:S:1:pos:R:3:nbo_charge:R:1
C -0.418 1.972 0.086 -0.473
C -0.693 0.782 -0.335 -0.366
P -1.657 -0.528 -0.582 0.382
P -0.362 -2.112 0.047 0.031
H -0.727 2.546 0.955 0.232
H 0.257 2.618 -0.457 0.214
H -1.011 -3.069 -0.668 -0.012
H -0.912 -2.143 1.252 -0.014
I 3.061 -0.625 0.259 -0.085
H 2.462 0.559 -0.557 0.091
```

- Highest occupied orbital energy: -8.65 eV
- Spin multiplicity: 1
- Frontier orbital gap: 8.60 eV

***

- What is the spin multiplicity in the eighth record?
  1

***

- Number 6 is which compound?
  C4H5NO